107
Properties=species:S:1:pos:R:3:lowdin_charge:R:1 method="wB97M-V/def2-TZVPD" homo_energy_ev=-11.065 charge=+1 lumo_ev=-2.237
C -4.030 1.579 2.875 0.022
C -3.655 1.854 1.614 -0.150
C -3.798 0.951 0.434 -0.113
C -2.530 0.051 0.211 -0.418
C -2.640 -1.088 1.222 -0.073
C -3.803 -2.060 0.959 -0.238
O -3.358 -3.387 0.702 -0.097
C -2.538 -0.462 -1.238 -0.036
N -1.276 -0.201 -1.982 -0.078
C -1.491 -0.626 -3.434 -0.172
N -2.836 -0.410 -3.938 0.052
C -0.266 -1.249 -1.517 -0.052
C 0.542 -1.106 -0.238 -0.215
O 1.785 -1.773 -0.526 -0.213
Si 3.005 -1.506 0.598 0.439
C 4.174 -2.972 0.673 -0.152
C 2.338 -1.234 2.338 -0.147
C 4.036 0.006 0.151 -0.153
C -0.813 1.243 -1.857 -0.240
C -1.810 2.096 -2.724 -0.174
C -1.685 3.623 -2.668 -0.065
C 0.519 1.559 -2.548 -0.185
N 1.700 0.779 -2.177 0.046
C -0.961 1.788 -0.389 -0.187
C 0.283 2.403 0.268 -0.046
C 0.477 3.930 0.324 -0.628
N 1.164 4.154 1.635 0.061
N 1.402 4.507 -0.642 0.095
N -0.751 4.712 0.281 0.091
O -1.395 0.805 0.567 -0.064
H -3.398 1.890 3.702 -0.031
H -4.931 1.031 3.136 0.073
H -3.212 2.829 1.416 0.098
H -4.720 0.371 0.419 0.128
H -3.842 1.603 -0.450 0.108
H -2.787 -0.659 2.211 0.116
H -1.729 -1.682 1.280 0.113
H -4.449 -2.082 1.839 0.125
H -4.450 -1.707 0.151 0.111
H -3.678 -3.620 -0.182 -0.029
H -3.380 0.043 -1.700 0.117
H -2.783 -1.518 -1.305 0.134
H -1.284 -1.688 -3.530 0.136
H -0.782 -0.139 -4.096 0.121
H -3.393 -1.232 -3.751 0.088
H -2.818 -0.234 -4.933 0.101
H -0.754 -2.221 -1.490 0.145
H 0.477 -1.347 -2.302 0.111
H 0.769 -0.096 0.086 0.085
H 0.121 -1.626 0.619 0.106
H 3.767 -3.707 1.365 0.032
H 5.123 -2.640 1.090 0.036
H 4.309 -3.400 -0.318 0.031
H 1.679 -2.055 2.631 0.039
H 3.158 -1.226 3.053 0.037
H 1.768 -0.307 2.411 0.030
H 3.409 0.879 -0.009 -0.001
H 4.551 -0.220 -0.787 0.033
H 4.802 0.186 0.902 0.039
H -1.675 1.854 -3.777 0.099
H -2.845 1.850 -2.502 0.106
H -2.212 4.003 -3.546 0.087
H -0.685 4.036 -2.714 0.062
H -2.256 4.011 -1.833 0.064
H 0.761 2.597 -2.353 0.100
H 0.388 1.526 -3.632 0.116
H 1.946 0.152 -2.934 -0.022
H 2.507 1.378 -2.056 0.077
H -1.752 2.533 -0.325 0.114
H 1.218 1.969 -0.083 0.093
H 0.253 2.097 1.313 0.125
H 1.615 5.061 1.589 0.069
H 0.480 4.226 2.382 0.058
H 2.038 3.829 -1.030 0.070
H 0.929 5.043 -1.355 0.072
H -1.315 4.570 1.108 0.077
H -0.562 5.697 0.157 0.089
C -5.203 -6.284 -1.067 -1.518
Cl -4.740 -4.800 -1.937 0.540
Cl -3.891 -7.454 -1.113 0.553
Cl -5.671 -5.920 0.586 0.569
H -6.057 -6.707 -1.578 0.015
C 6.235 -2.289 6.682 -1.578
Cl 7.358 -3.288 5.760 0.532
Cl 5.952 -0.750 5.863 0.505
Cl 4.720 -3.144 6.966 0.500
H 6.686 -2.077 7.643 0.004
C 3.786 -0.456 -5.978 -1.521
Cl 4.732 0.795 -5.175 0.547
Cl 2.296 -0.782 -5.066 0.547
Cl 3.405 -0.004 -7.630 0.539
H 4.370 -1.366 -5.996 0.022
C 1.909 -3.425 -9.952 -1.549
Cl 2.553 -2.076 -10.886 0.525
Cl 3.079 -4.738 -9.858 0.536
Cl 1.439 -2.892 -8.332 0.485
H 1.025 -3.793 -10.454 0.012
C 2.733 -0.671 9.804 -1.531
Cl 1.412 -0.028 8.822 0.500
Cl 2.380 -2.325 10.304 0.534
Cl 4.268 -0.594 8.945 0.520
H 2.817 -0.057 10.690 0.013
C -1.856 3.088 6.716 -1.526
Cl -1.791 3.112 4.946 0.550
Cl -3.540 3.067 7.245 0.540
Cl -0.979 1.725 7.400 0.521
H -1.394 3.994 7.082 0.014